14
Properties=species:S:1:pos:R:3:lowdin_charge:R:1 method="wB97M-V/def2-TZVPD" spin_multiplicity=2 e_homo_ev="-13.2 / -12.9" e_above_lowest_kcal_mol=127.18 lumo_ev="-6.0 / -7.0" orbital_gap_ev="7.26 / 5.88" charge=+1
H 1.41323 -2.70817 1.69862 0.12
O 0.55795 -0.29293 0.59301 0.11
C -0.12271 0.51731 -0.24709 -0.60
O 0.10760 0.59512 -1.43690 -0.10
Hg 1.42635 -0.84171 -2.68781 0.95
O -0.99673 1.18388 0.42808 0.06
C -1.31130 2.51972 0.00313 0.02
H -0.38608 3.07820 -0.17776 0.11
H -1.92106 2.48216 -0.90651 0.11
H -1.87634 2.96154 0.82669 0.11
C 0.97100 -1.48225 0.10042 -0.24
C 0.70913 -2.60925 0.86155 0.02
H -0.33065 -2.83169 1.12090 0.12
H 1.75960 -2.57193 -0.17634 0.21

***

54
Properties=species:S:1:pos:R:3:lowdin_charge:R:1 method="wB97M-V/def2-TZVPD" spin_multiplicity=2 e_homo_ev="-10.3 / -10.4" e_above_lowest_kcal_mol=44.36 lumo_ev="-4.8 / -4.8" orbital_gap_ev="5.55 / 5.64" charge=+1
Ir -0.25448 1.30380 1.48472 1.18
C -0.92869 2.16879 3.38522 -0.23
C 0.45029 2.44241 3.20077 -0.29
C 0.55161 3.48024 2.25233 -0.10
C -0.76734 3.90746 1.89257 -0.09
C -1.66146 3.11777 2.56489 -0.11
H -1.34924 1.55546 4.16597 0.11
H 1.25307 2.03673 3.79442 0.10
H 1.48250 3.91086 1.91220 0.12
H -1.01229 4.69296 1.19275 0.12
H -2.73731 3.19243 2.49063 0.11
O 0.54254 -0.58087 -0.45826 0.08
C 1.27732 -1.59310 -0.60239 -0.14
C 2.13336 -1.35616 2.85221 -0.38
O 2.83522 -2.28367 2.85918 0.21
O 1.42059 -0.43930 2.79735 0.14
C 2.57766 -1.37497 -1.23529 -0.11
C 3.67752 -2.20899 -1.02056 0.00
C 4.86288 -1.97678 -1.68909 -0.04
C 4.95799 -0.92554 -2.59480 -0.03
C 3.87200 -0.09014 -2.81957 -0.03
C 2.69068 -0.30156 -2.13827 0.02
C 0.60793 -2.86118 -0.31531 -0.12
C 1.24588 -3.99244 0.20383 -0.01
C 0.55199 -5.18100 0.32661 -0.04
C -0.77608 -5.25973 -0.08055 -0.03
C -1.42575 -4.13553 -0.56898 -0.04
C -0.74439 -2.93760 -0.66885 0.01
H 0.87318 0.26377 -0.88286 0.11
H 3.63548 -3.01692 -0.30486 0.10
H 5.71398 -2.61844 -1.50416 0.12
H 5.88347 -0.75958 -3.13199 0.12
H 3.93758 0.72179 -3.53169 0.12
H 1.85053 0.34741 -2.38821 0.12
H 2.26239 -3.94483 0.56786 0.10
H 1.04870 -6.04814 0.74135 0.12
H -1.30511 -6.20235 -0.01566 0.12
H -2.45898 -4.19251 -0.88423 0.12
H -1.24199 -2.07594 -1.08954 0.12
O -2.19687 0.45433 0.57298 -0.07
C -2.91891 1.51080 -0.03489 -0.26
C -4.18051 1.77660 0.44157 -0.02
C -4.90023 2.81126 -0.14181 -0.06
C -4.35563 3.53069 -1.20038 -0.06
C -3.08925 3.21769 -1.67503 0.01
C -2.34053 2.21094 -1.07147 -0.09
C -0.94376 1.90312 -1.52442 -0.58
O -0.68400 1.69741 -2.69648 0.09
O -0.03276 1.88386 -0.57931 -0.21
H -1.82428 -0.07926 -0.14036 0.08
H -4.59178 1.17477 1.24334 0.13
H -5.89559 3.03804 0.21718 0.11
H -4.92045 4.33314 -1.65739 0.11
H -2.65871 3.75203 -2.51326 0.13

***

15
Properties=species:S:1:pos:R:3:lowdin_charge:R:1 method="wB97M-V/def2-TZVPD" spin_multiplicity=1 e_homo_ev=-10.0 smiles=CC1(C)N[C@H]1C#N e_above_lowest_kcal_mol=37.47 lumo_ev=0.9 orbital_gap_ev=10.84
C -0.50770 1.30935 -0.12308 -0.04
C -0.21299 -0.19135 -0.09371 -0.51
C -1.26259 -0.99752 0.66649 -0.02
N 0.33013 -0.71085 -1.34817 0.10
C 1.17777 -0.74674 -0.15360 -0.25
C 2.14344 0.28276 0.18613 -0.18
N 2.68693 1.22519 0.58623 0.15
H -0.75438 1.73004 0.85583 0.09
H -1.39806 1.42362 -0.74448 0.09
H 0.27511 1.94915 -0.54748 0.08
H -1.65814 -1.77663 0.01114 0.09
H -0.77580 -1.42239 1.55092 0.08
H -2.07470 -0.33648 1.00188 0.08
H 0.61359 0.03555 -1.98359 0.11
H 1.41739 -1.77371 0.13550 0.14

***

18
Properties=species:S:1:pos:R:3:lowdin_charge:R:1 method="wB97M-V/def2-TZVPD" spin_multiplicity=1 e_homo_ev=-9.0 smiles=CNCCN.O e_above_lowest_kcal_mol=10.76 lumo_ev=0.9 orbital_gap_ev=9.97
C -0.20092 -2.26933 0.61475 -0.12
N 0.19666 -0.92142 0.20825 -0.15
C -0.51391 0.10898 0.95000 -0.27
C 0.12145 1.47146 0.79569 -0.25
N 0.15723 1.84864 -0.66614 0.00
H 0.12946 -2.59973 1.60889 0.08
H -1.29345 -2.21202 0.59316 0.08
H 0.09761 -2.99618 -0.12561 0.07
H 1.19909 -0.78254 0.21358 0.11
H -0.55671 -0.12540 2.02365 0.11
H -1.54754 0.15667 0.59567 0.12
H 1.13983 1.56103 1.17486 0.10
H -0.47531 2.23355 1.30192 0.10
H 1.12398 1.82309 -0.93492 0.06
H -0.29979 2.74750 -0.75714 0.06
O 0.53811 -0.20418 -2.74376 -0.10
H 0.18986 -0.38201 -1.85317 -0.02
H -0.00566 0.54190 -2.99970 0.01